98
Properties=species:S:1:pos:R:3:lowdin_charge:R:1 method="wB97M-V/def2-TZVPD" spin_multiplicity=1 max_force_ha_per_bohr=0.1092 charge=+1 lumo_energy_ev=-5.68 homo_lumo_gap_ev=0.88 homo_ha=-0.2414 energy_ha=-4509.542012 mol_weight_g_mol=1031.8
C 0.83 -2.85 5.01 0.153
C 0.36 -3.52 4.15 -0.107
C -0.08 -4.04 2.86 -0.197
C -1.03 -3.05 2.13 -0.132
C -0.51 -1.92 1.33 -0.037
C 0.99 -1.71 1.20 -0.101
O 1.68 -1.78 2.43 -0.031
C 2.52 -0.74 2.70 -0.504
C 3.88 -0.80 2.06 0.040
O 2.21 0.14 3.45 0.144
C -1.43 -1.09 0.68 -0.094
C -1.07 0.10 -0.21 -0.117
C -1.05 1.50 0.56 -0.194
C -1.06 1.40 2.09 -0.124
C -2.48 1.37 2.60 -0.255
C -3.32 2.45 2.33 -0.056
C -4.63 2.49 2.77 -0.086
C -5.14 1.43 3.51 -0.074
C -4.32 0.34 3.78 -0.096
C -3.01 0.32 3.33 -0.081
C -2.82 -1.36 0.80 -0.337
N -3.79 -0.67 0.22 -0.191
S -5.18 -1.36 0.67 1.073
N -4.61 -2.53 1.60 -0.190
C -3.29 -2.44 1.61 -0.315
C -2.37 -3.29 2.28 -0.160
C -2.87 -4.36 3.07 -0.074
C -3.39 -4.97 3.96 0.190
H 1.23 -2.22 5.77 0.057
H -0.54 -5.02 3.03 0.114
H 0.82 -4.21 2.21 0.076
H 1.40 -2.49 0.54 0.124
H 1.24 -0.76 0.74 0.111
H 3.82 -1.00 0.99 0.075
H 4.51 -1.54 2.56 0.096
H 4.36 0.17 2.16 0.084
H -1.84 0.15 -1.01 0.116
H -0.12 -0.07 -0.69 0.062
H -1.95 2.11 0.27 0.108
H -0.09 2.05 0.29 0.094
H -0.58 2.29 2.48 0.127
H -0.50 0.56 2.49 0.112
H -2.98 3.32 1.77 0.104
H -5.29 3.37 2.53 0.055
H -6.17 1.46 3.84 0.097
H -4.72 -0.49 4.36 0.101
H -2.40 -0.56 3.56 0.112
H -3.88 -5.51 4.74 0.047
Li -0.24 -4.78 0.68 0.791
C 3.23 -5.49 -2.40 -0.038
C 2.14 -4.54 -1.91 -0.828
O 0.98 -4.96 -1.91 -0.075
O 2.52 -3.41 -1.55 -0.088
H 2.81 -6.45 -2.69 0.061
H 3.74 -5.06 -3.26 0.052
H 3.96 -5.66 -1.61 0.073
C 3.99 2.33 -3.40 -0.189
C 4.34 0.87 -3.71 -0.318
C 3.58 -0.01 -2.73 -0.175
S 2.10 0.89 -2.28 0.682
O 2.17 1.22 -0.88 -0.270
O 0.93 0.25 -2.83 -0.287
C 2.48 2.37 -3.24 -0.208
H 4.33 3.02 -4.18 0.120
H 4.48 2.63 -2.47 0.139
H 4.04 0.63 -4.72 -0.057
H 5.43 0.69 -3.64 0.116
H 3.29 -0.97 -3.15 0.116
H 4.14 -0.18 -1.81 0.129
H 2.13 3.26 -2.71 0.116
H 1.97 2.28 -4.20 0.111
F 3.62 -3.60 4.73 -0.175
Al 3.95 -4.77 3.54 -0.150
F 4.23 -6.28 4.25 -0.184
F 5.31 -4.27 2.65 -0.200
F 2.61 -4.88 2.47 -0.181
C -7.37 6.45 1.89 0.030
C -8.56 6.91 1.53 0.014
C -9.11 6.67 0.17 -0.396
O -10.20 7.09 -0.16 0.084
C -8.27 5.89 -0.77 0.007
C -7.08 5.43 -0.42 0.016
C -6.53 5.68 0.94 -0.385
O -5.44 5.26 1.28 0.094
H -6.95 6.61 2.87 0.123
H -9.19 7.48 2.20 0.118
H -8.69 5.72 -1.76 0.113
H -6.45 4.86 -1.09 0.110
Na -0.74 2.20 -1.53 0.621
K 5.04 0.30 -6.14 1.065
C 9.44 0.46 -9.25 -0.486
O 8.75 0.82 -8.07 -0.078
H 9.58 -0.61 -9.26 -0.085
H 8.85 0.76 -10.12 0.019
H 10.42 0.95 -9.28 0.080
H 8.64 1.77 -8.08 0.100
F -6.41 3.81 3.58 -0.628
Cs 10.28 -0.84 -11.23 1.462

---

96
Properties=species:S:1:pos:R:3:lowdin_charge:R:1 method="wB97M-V/def2-TZVPD" spin_multiplicity=1 max_force_ha_per_bohr=0.0354 charge=+2 lumo_energy_ev=-6.84 homo_lumo_gap_ev=6.38 homo_ha=-0.4859 energy_ha=-8578.781052 mol_weight_g_mol=966.3
Ti -0.76 -0.56 0.45 1.096
C -2.33 -2.97 -2.65 0.008
C -1.53 -1.93 -2.24 -0.121
N -1.80 -1.60 -0.96 -0.099
N -2.79 -2.45 -0.54 -0.001
C -3.11 -3.27 -1.53 -0.011
B -3.54 -2.23 0.79 -0.481
N -2.57 -2.30 2.00 0.003
C -2.77 -2.94 3.15 -0.015
C -1.77 -2.60 4.05 0.008
C -0.96 -1.73 3.34 -0.114
N -1.45 -1.54 2.11 -0.093
N -4.03 -0.78 0.73 -0.013
C -5.25 -0.25 0.64 -0.028
C -5.11 1.11 0.44 -0.022
C -3.74 1.32 0.41 -0.164
N -3.08 0.17 0.59 -0.013
H -2.35 -3.45 -3.61 0.119
H -0.77 -1.41 -2.79 0.083
H -3.89 -4.01 -1.40 0.146
H -4.42 -3.02 0.92 0.137
H -3.63 -3.59 3.27 0.144
H -1.64 -2.94 5.06 0.118
H -0.05 -1.24 3.65 0.100
H -6.13 -0.87 0.72 0.139
H -5.90 1.85 0.35 0.112
H -3.21 2.25 0.32 0.095
Br 6.65 -1.84 3.60 0.825
C 4.98 -1.21 3.04 -0.683
C 4.74 -0.98 1.70 -0.094
C 3.50 -0.53 1.28 -0.053
C 2.49 -0.28 2.20 -0.281
C 2.75 -0.51 3.55 -0.041
C 3.98 -0.98 3.97 -0.088
N 1.17 0.27 1.87 0.069
C 1.01 1.34 2.56 -0.104
C -0.28 1.88 2.96 -0.295
C -0.32 2.91 3.88 0.009
C -1.54 3.23 4.47 -0.014
C -2.64 2.46 4.13 0.000
C -2.50 1.45 3.18 -0.091
N -1.35 1.18 2.57 0.095
H 5.52 -1.17 0.97 0.112
H 3.34 -0.38 0.23 0.044
H 1.96 -0.35 4.28 0.120
H 4.16 -1.17 5.02 0.117
H 1.88 1.79 3.03 0.147
H 0.59 3.43 4.17 0.130
H -1.62 4.03 5.19 0.127
H -3.60 2.62 4.60 0.125
H -3.34 0.82 2.93 0.115
C 0.73 0.89 -3.16 -0.238
As 1.28 0.13 -1.45 1.197
C 2.31 1.71 -0.95 -0.240
C 2.58 -1.18 -2.16 -0.285
C 3.67 -0.57 -2.99 -0.310
C 4.84 -0.08 -2.40 -0.061
C 5.85 0.48 -3.17 -0.060
C 5.71 0.55 -4.55 -0.065
C 4.57 0.05 -5.15 -0.060
C 3.56 -0.50 -4.38 -0.064
H 1.64 1.00 -3.73 0.037
H 0.28 1.86 -3.00 0.021
H 0.03 0.25 -3.70 0.034
H 3.19 1.74 -1.58 0.041
H 2.60 1.74 0.09 0.015
H 1.69 2.58 -1.18 0.022
H 1.97 -1.86 -2.74 0.080
H 2.98 -1.75 -1.33 0.056
H 4.97 -0.15 -1.32 0.098
H 6.75 0.84 -2.69 0.113
H 6.50 0.98 -5.15 0.113
H 4.46 0.09 -6.23 0.113
H 2.68 -0.92 -4.86 0.117
F -0.73 -3.54 0.52 0.065
C 0.28 -2.66 0.33 -0.350
F 0.69 -2.88 -0.95 0.010
C 1.42 -3.30 1.19 -0.571
F 2.62 -3.02 0.66 0.155
F 1.40 -2.89 2.46 0.152
F 1.30 -4.62 1.19 0.194
C -4.37 2.36 -3.49 -0.081
C -3.01 1.66 -3.46 -0.211
C -2.18 2.02 -2.28 -0.598
N -1.59 1.18 -1.51 -0.067
N -0.88 1.74 -0.48 -0.108
C -0.93 3.05 -0.50 -0.697
N -0.31 3.87 0.38 0.148
S -1.89 3.67 -1.79 1.178
H -4.92 2.06 -4.38 0.088
H -4.26 3.45 -3.53 0.073
H -4.96 2.11 -2.61 0.073
H -2.44 1.89 -4.37 0.124
H -3.13 0.57 -3.43 0.117
H 0.38 3.49 0.99 0.090
H -0.29 4.86 0.22 0.117

---

91
Properties=species:S:1:pos:R:3:lowdin_charge:R:1 method="wB97M-V/def2-TZVPD" spin_multiplicity=1 max_force_ha_per_bohr=0.1363 charge=-2 lumo_energy_ev=3.41 homo_lumo_gap_ev=4.07 relative_energy_ev=4.8417 homo_ha=-0.0242 energy_ha=-8422.866441 mol_weight_g_mol=1022.3
Ba -1.80 -0.16 -0.39 1.663
Br -5.02 -1.14 -0.15 0.108
C -5.39 0.89 -0.64 -0.556
Br -3.15 -0.32 -3.41 -0.260
H -4.35 1.27 -0.66 -0.187
H -5.56 0.70 -1.71 -0.154
N -0.93 2.39 -4.00 -0.006
C -1.80 3.46 -3.48 -0.295
C -1.13 4.14 -2.30 -0.109
C -1.37 3.44 -0.96 -0.668
O -1.15 4.06 0.10 -0.035
O -1.80 2.24 -1.02 -0.321
H -1.47 1.82 -4.64 0.012
H -0.77 1.75 -3.23 0.009
H -2.77 3.07 -3.17 0.100
H -1.96 4.19 -4.28 0.095
H -1.44 5.18 -2.18 0.107
H -0.04 4.15 -2.47 0.095
O -2.02 -1.02 1.94 -0.505
P -0.83 -0.21 2.37 0.707
C -0.14 1.14 1.15 -0.398
P 1.02 0.70 -0.36 0.756
O 0.37 0.12 -1.56 -0.515
C 1.68 2.28 -0.95 -0.271
C 1.65 3.49 -0.26 -0.111
C 2.24 4.62 -0.81 -0.078
C 2.85 4.54 -2.05 -0.095
C 2.85 3.35 -2.76 -0.077
C 2.26 2.22 -2.21 -0.054
C 2.42 0.05 0.68 -0.240
C 2.71 -1.28 0.97 -0.073
C 3.80 -1.62 1.76 -0.074
C 4.60 -0.63 2.32 -0.107
C 4.28 0.70 2.10 -0.089
C 3.21 1.03 1.28 -0.087
C -1.48 1.00 3.58 -0.246
C -2.42 1.92 3.12 -0.051
C -2.88 2.94 3.93 -0.053
C -2.41 3.05 5.24 -0.093
C -1.51 2.12 5.73 -0.096
C -1.04 1.10 4.90 -0.080
C 0.44 -1.11 3.25 -0.290
C 0.21 -2.45 3.54 -0.058
C 1.10 -3.15 4.34 -0.067
C 2.21 -2.50 4.86 -0.084
C 2.43 -1.15 4.59 -0.092
C 1.54 -0.46 3.79 -0.108
H 0.45 1.80 1.78 0.068
H -1.03 1.69 0.83 -0.028
H 1.12 3.58 0.68 0.097
H 2.20 5.56 -0.27 0.104
H 3.31 5.43 -2.48 0.095
H 3.29 3.30 -3.74 0.102
H 2.23 1.30 -2.78 0.116
H 2.10 -2.08 0.58 0.081
H 4.00 -2.67 1.95 0.113
H 5.45 -0.90 2.94 0.101
H 4.88 1.49 2.54 0.101
H 3.00 2.08 1.12 0.091
H -2.84 1.84 2.13 0.115
H -3.59 3.64 3.54 0.113
H -2.75 3.86 5.87 0.096
H -1.16 2.18 6.75 0.094
H -0.35 0.37 5.30 0.094
H -0.67 -2.94 3.13 0.113
H 0.93 -4.19 4.56 0.103
H 2.91 -3.04 5.49 0.099
H 3.29 -0.64 5.01 0.106
H 1.72 0.59 3.58 0.114
N -3.21 -3.71 -2.46 0.095
C -2.24 -4.19 -3.34 -0.341
C -2.20 -3.77 -4.67 -0.060
C -1.30 -4.34 -5.56 -0.113
C -0.42 -5.33 -5.15 -0.139
C -0.44 -5.73 -3.82 -0.130
C -1.34 -5.18 -2.93 -0.065
H -2.88 -3.39 -1.56 0.055
H -3.78 -2.97 -2.83 0.003
H -2.84 -2.95 -4.97 0.066
H -1.28 -3.98 -6.58 0.090
H 0.29 -5.76 -5.84 0.080
H 0.26 -6.48 -3.47 0.091
H -1.36 -5.49 -1.89 0.107
O 2.28 -1.64 -1.92 -0.307
Cl 1.47 -2.80 -2.17 0.774
O 2.28 -3.95 -2.37 -0.289
O 0.72 -3.19 -0.86 -0.392
O 0.52 -2.58 -3.18 -0.234
C -0.26 -2.33 -0.04 -0.278
H -0.24 -2.99 0.85 0.019
H 0.25 -1.42 0.36 -0.091

---

84
Properties=species:S:1:pos:R:3:lowdin_charge:R:1 method="wB97M-V/def2-TZVPD" spin_multiplicity=1 smiles="Cc1cccc(C[C@@]2(C[C@@H](C)Br)NC(=O)[C@@H](CN)[C@@H]2CC(=O)I)c1.Fc1ccccc1.Fc1ccccc1.Fc1ccccc1" max_force_ha_per_bohr=0.0318 lumo_energy_ev=0.27 homo_lumo_gap_ev=9.49 homo_ha=-0.3389 energy_ha=-4826.508204 mol_weight_g_mol=795.5
C -4.54 -0.92 -7.21 -0.037
C -3.58 -1.80 -6.43 -0.269
C -3.54 -3.17 -6.59 -0.048
C -2.67 -3.88 -5.82 -0.074
C -1.84 -3.29 -4.91 -0.049
C -1.86 -1.93 -4.73 -0.217
C -0.97 -1.26 -3.71 -0.039
C -1.69 -0.96 -2.35 -0.356
C -2.68 0.22 -2.49 -0.175
C -2.11 1.63 -2.27 -0.697
C -0.69 1.88 -2.79 -0.149
Br -3.28 2.92 -3.19 0.702
N -2.57 -2.09 -2.01 0.136
C -1.82 -3.20 -1.67 -0.446
O -2.06 -4.38 -1.79 0.089
C -0.56 -2.56 -1.01 -0.180
C 0.83 -3.14 -1.47 -0.204
N 1.97 -2.30 -1.13 0.009
C -0.76 -1.03 -1.10 -0.178
C -1.33 -0.32 0.15 -0.147
C -0.96 -0.96 1.47 -0.773
O 0.00 -0.69 2.13 0.025
I -2.35 -2.49 2.21 0.823
C -2.74 -1.22 -5.52 -0.023
H -5.54 -1.33 -7.19 0.080
H -4.19 -0.76 -8.23 0.083
H -4.59 0.04 -6.68 0.072
H -4.22 -3.65 -7.28 0.118
H -2.66 -4.96 -5.94 0.113
H -1.19 -3.94 -4.33 0.114
H -0.60 -0.34 -4.18 0.115
H -0.10 -1.91 -3.57 0.111
H -3.43 0.07 -1.71 0.118
H -3.22 0.21 -3.43 0.072
H -2.12 1.94 -1.22 0.050
H -0.26 2.80 -2.41 0.066
H 0.01 1.06 -2.61 0.064
H -0.73 2.01 -3.88 0.068
H -3.40 -2.21 -2.57 0.160
H -0.63 -2.99 -0.01 0.078
H 0.94 -4.07 -0.90 0.119
H 0.82 -3.44 -2.52 0.106
H 1.82 -1.91 -0.20 0.072
H 2.02 -1.49 -1.74 0.072
H 0.19 -0.52 -1.27 0.119
H -0.90 0.69 0.18 0.106
H -2.41 -0.17 0.12 0.105
H -2.79 -0.14 -5.38 0.114
F 5.91 0.34 2.98 0.053
C 5.94 -0.74 2.18 -0.290
C 4.82 -1.08 1.46 -0.018
C 4.85 -2.20 0.63 -0.080
C 6.01 -2.96 0.56 -0.093
C 7.13 -2.61 1.30 -0.086
C 7.10 -1.49 2.11 -0.022
H 3.92 -0.47 1.54 0.111
H 3.98 -2.47 0.05 0.066
H 6.03 -3.84 -0.08 0.101
H 8.03 -3.21 1.24 0.103
H 7.96 -1.20 2.69 0.116
F -2.04 3.86 0.34 0.048
C -0.97 3.79 1.17 -0.284
C -1.11 4.18 2.48 -0.011
C -0.02 4.11 3.33 -0.071
C 1.21 3.66 2.85 -0.085
C 1.33 3.28 1.52 -0.074
C 0.24 3.34 0.67 -0.027
H -2.07 4.53 2.84 0.119
H -0.12 4.40 4.37 0.104
H 2.06 3.61 3.51 0.102
H 2.29 2.93 1.15 0.107
H 0.32 3.04 -0.36 0.091
F 2.35 4.29 6.65 0.052
C 1.44 3.70 7.44 -0.294
C 0.82 4.43 8.43 -0.021
C -0.13 3.81 9.24 -0.085
C -0.44 2.47 9.04 -0.098
C 0.19 1.75 8.04 -0.082
C 1.13 2.37 7.23 -0.020
H 1.08 5.47 8.57 0.117
H -0.63 4.38 10.01 0.104
H -1.18 2.00 9.68 0.101
H -0.05 0.71 7.89 0.106
H 1.63 1.82 6.44 0.117

---

89
Properties=species:S:1:pos:R:3:lowdin_charge:R:1 method="wB97M-V/def2-TZVPD" spin_multiplicity=1 max_force_ha_per_bohr=0.0305 charge=+2 lumo_energy_ev=-6.30 homo_lumo_gap_ev=5.80 relative_energy_ev=3.0574 homo_ha=-0.4448 energy_ha=-5473.969918 mol_weight_g_mol=968.0
Tl 12.55 11.57 13.36 0.938
C 10.28 12.82 17.09 -0.033
O 8.99 12.46 16.57 -0.161
C 8.39 13.49 15.85 -0.206
C 8.09 14.73 16.38 -0.044
C 7.39 15.65 15.59 -0.715
Br 6.87 17.24 16.33 0.854
C 7.12 15.37 14.26 -0.057
C 7.53 14.19 13.67 -0.070
C 8.15 13.21 14.49 -0.170
O 8.54 12.03 13.91 0.035
C 7.26 14.05 12.24 -0.298
N 7.32 15.07 11.42 0.181
C 6.95 14.57 10.18 -0.239
C 6.84 15.18 8.93 -0.025
C 6.37 14.43 7.88 -0.080
C 5.97 13.06 8.04 -0.067
C 6.03 12.48 9.28 -0.040
C 6.55 13.24 10.30 -0.221
N 6.78 12.91 11.64 0.175
H 10.89 13.14 16.29 0.078
H 10.71 11.90 17.54 0.094
H 10.24 13.57 17.87 0.099
H 8.33 14.97 17.38 0.108
H 6.64 16.17 13.70 0.119
H 8.79 11.39 14.60 0.063
H 7.05 16.24 8.71 0.127
H 6.23 14.89 6.90 0.112
H 5.57 12.54 7.21 0.093
H 5.71 11.48 9.51 0.115
H 6.77 12.00 12.12 0.165
N 9.30 9.41 15.51 0.064
C 8.63 9.52 16.74 -0.148
C 9.14 8.67 17.92 0.041
O 10.70 7.40 17.07 -0.032
O 9.41 8.65 19.00 0.346
H 9.04 8.72 14.85 0.103
H 10.27 9.70 15.52 0.036
H 7.56 9.30 16.72 0.160
H 8.77 10.53 17.22 0.139
N 12.96 7.72 14.41 -0.131
P 12.92 8.90 15.65 0.972
C 14.50 9.79 15.49 -0.475
C 15.22 9.60 14.33 -0.143
C 16.35 10.41 14.09 -0.065
C 16.82 11.31 15.04 -0.062
C 16.08 11.53 16.20 -0.050
C 14.96 10.72 16.42 -0.110
C 13.07 7.95 17.16 -0.293
C 11.94 7.31 17.69 -0.306
C 12.00 6.68 18.91 0.010
C 13.26 6.56 19.55 -0.033
C 14.40 7.00 18.93 -0.060
C 14.33 7.70 17.74 -0.049
C 12.26 7.76 13.17 -0.389
C 12.35 6.67 12.35 -0.016
C 11.82 6.77 11.07 -0.032
C 11.07 7.89 10.72 -0.033
C 10.94 8.87 11.71 -0.167
N 11.53 8.84 12.88 0.037
H 13.70 7.05 14.44 0.113
H 14.91 8.90 13.59 0.088
H 16.92 10.25 13.18 0.118
H 17.75 11.86 14.88 0.124
H 16.40 12.26 16.94 0.119
H 14.33 10.91 17.29 0.116
H 10.77 7.29 16.10 0.112
H 11.12 6.27 19.39 0.128
H 13.35 6.09 20.52 0.121
H 15.34 6.88 19.42 0.116
H 15.21 8.15 17.34 0.103
H 12.92 5.80 12.67 0.125
H 11.96 5.95 10.37 0.125
H 10.66 8.04 9.74 0.102
H 10.32 9.78 11.61 0.093
C 12.50 12.74 8.84 -0.157
P 11.18 12.47 10.00 0.553
C 9.81 11.60 9.26 -0.149
C 10.53 14.07 10.43 -0.145
O 11.70 11.73 11.21 -0.640
H 12.14 13.38 7.99 0.083
H 12.88 11.79 8.47 0.063
H 13.27 13.35 9.33 0.069
H 9.37 12.09 8.40 0.073
H 9.02 11.55 9.99 0.041
H 10.10 10.56 9.00 0.068
H 10.02 14.53 9.59 0.067
H 11.28 14.74 10.81 0.064
H 9.71 13.88 11.17 0.060